# 1
# C5H5F2N3O

C5H5F2N3O in the gas phase in a non-equilibrium geometry (wB97M-V/def2-TZVPD, the Open Molecules 2025 dataset).

Properties
LUMO level   -0.14 eV
Spin multiplicity   1
Energy above the lowest of the compared OMol25 structures with the same formula, charge and spin   33.8 kcal per mole
SMILES   NC(=O)[C@]1(C(F)F)C=CN=N1

Geometry as XYZ:
```
16
C5H5F2N3O wB97M-V/def2-TZVPD
F -1.975 1.365 0.853
F -1.417 -0.445 2.042
O 0.215 -2.347 0.011
N 0.633 1.431 -1.514
N 1.817 -0.962 0.882
N 0.725 1.135 -0.342
C -0.354 0.686 -2.102
C 0.717 -1.291 0.281
C -0.917 0.625 1.305
C -0.243 0.167 0.001
C -0.970 -0.079 -1.187
H -0.483 0.957 -3.203
H -1.866 -0.687 -1.336
H -0.371 1.152 1.970
H 1.862 -0.137 1.488
H 2.627 -1.571 0.851
```

=====

# 2
# C5H5F3

2 unconnected molecules or ions with the total composition C5H5F3 in a non-equilibrium geometry (wB97M-V/def2-TZVPD, the Open Molecules 2025 dataset).

Properties
LUMO level (spin up / spin down)   -1.55 / -0.54 eV
Spin multiplicity   1
Energy above the lowest of the compared OMol25 structures with the same formula, charge and spin   109.0 kcal per mole

Geometry as XYZ:
```
13
C5H5F3 wB97M-V/def2-TZVPD
F -2.344 1.308 0.131
F -2.709 -0.437 1.348
F -3.094 -0.454 -0.840
C 1.062 -1.238 -0.371
C -2.248 -0.035 0.121
C 1.361 -2.223 0.270
C 1.132 1.234 0.177
C 1.057 0.092 -0.763
H 0.331 2.052 -0.025
H 2.191 1.758 -0.103
H 1.204 -3.079 0.844
H 0.931 0.833 1.104
H 1.126 0.189 -1.893
```

=====

# 3
# C5H5F3N2

2 unconnected molecules or ions with the total composition C5H5F3N2 in a non-equilibrium geometry (wB97M-V/def2-TZVPD, the Open Molecules 2025 dataset).

Properties
LUMO level   0.53 eV
Spin multiplicity   1
Energy above the lowest of the compared OMol25 structures with the same formula, charge and spin   41.6 kcal per mole
SMILES   C=C(F)/N=C(/F)CF.C#N

Geometry as XYZ:
```
15
C5H5F3N2 wB97M-V/def2-TZVPD
F -1.853 1.984 0.749
F -0.298 -2.241 -0.984
F 1.291 0.348 -1.859
N -0.527 0.744 -0.585
N 2.171 0.572 1.086
C 0.388 -0.044 -0.938
C 0.684 -1.475 -0.419
C 2.717 1.565 0.963
C -2.545 -0.238 0.408
C -1.645 0.727 0.249
H 3.209 2.512 0.848
H -2.279 -1.175 -0.186
H 1.550 -1.752 -0.902
H -3.371 -0.063 0.978
H 0.509 -1.465 0.592
```

=====

# 4
# C5H5F6NO

A molecular structure, C5H5F6NO in a non-equilibrium geometry (wB97M-V/def2-TZVPD, the Open Molecules 2025 dataset).

Properties
LUMO level   -0.90 eV
Spin multiplicity   1
Energy above the lowest of the compared OMol25 structures with the same formula, charge and spin   65.6 kcal per mole

Geometry as XYZ:
```
18
C5H5F6NO wB97M-V/def2-TZVPD
F 2.419 -1.030 -1.304
F -0.392 0.232 -2.205
F 2.708 -0.337 0.759
F -0.439 1.959 -0.905
F 1.545 -2.125 0.320
F 1.377 1.411 -1.913
O 0.293 0.723 2.344
N 0.801 1.170 1.421
C 0.557 0.019 -0.086
C -0.721 -0.697 0.384
C 1.798 -0.841 -0.090
C -2.009 0.170 0.328
C 0.291 0.893 -1.278
H -2.642 -0.400 1.069
H -1.736 1.252 0.595
H -0.906 -1.575 -0.204
H -2.389 0.093 -0.761
H -0.556 -0.919 1.525
```

=====

# 5
# C5H5FN2

2 unconnected molecules or ions with the total composition C5H5FN2 in a non-equilibrium geometry (wB97M-V/def2-TZVPD, the Open Molecules 2025 dataset).

Properties
LUMO level (spin up / spin down)   0.71 / -1.52 eV
Spin multiplicity   3
Energy above the lowest of the compared OMol25 structures with the same formula, charge and spin   46.1 kcal per mole

Geometry as XYZ:
```
13
C5H5FN2 wB97M-V/def2-TZVPD
F 3.288 -0.489 -0.776
N -2.382 -0.723 0.809
N -0.817 0.384 -0.310
C 3.015 0.018 1.440
C -1.224 -1.313 1.147
C -2.126 0.267 -0.100
C 2.542 -0.327 0.296
C -0.271 -0.580 0.426
H 4.106 0.044 1.588
H -3.333 -1.079 1.170
H -0.990 -2.101 1.869
H 2.352 -0.043 2.301
H -2.949 0.858 -0.413
```

=====

# 6
# C5H5FO2

C5H5FO2 in the gas phase in a non-equilibrium geometry (wB97M-V/def2-TZVPD, the Open Molecules 2025 dataset).

Properties
LUMO level   0.78 eV
Spin multiplicity   1
Energy above the lowest of the compared OMol25 structures with the same formula, charge and spin   56.8 kcal per mole
SMILES   C#C[C@](F)(C=O)CO

Geometry as XYZ:
```
13
C5H5FO2 wB97M-V/def2-TZVPD
F -0.062 0.297 1.472
O -1.383 1.534 -0.657
O -1.701 -1.401 0.138
C 0.248 0.069 0.099
C 1.631 -0.491 0.020
C 2.699 -0.992 -0.095
C -0.760 -1.008 -0.420
C 0.009 1.401 -0.590
H -0.510 -1.371 -1.440
H 0.450 2.188 0.022
H 0.333 1.397 -1.633
H -1.654 1.598 0.272
H 3.647 -1.418 -0.396
```

=====

# 7
# C5H5FO2

C5H5FO2 in the gas phase in a non-equilibrium geometry (wB97M-V/def2-TZVPD, the Open Molecules 2025 dataset).

Properties
LUMO level   0.91 eV
Spin multiplicity   1
Energy above the lowest of the compared OMol25 structures with the same formula, charge and spin   47.6 kcal per mole
SMILES   FC1=COC[C@@H]2O[C@H]12

Geometry as XYZ:
```
13
C5H5FO2 wB97M-V/def2-TZVPD
F -2.566 -0.196 0.845
O 0.816 -1.316 0.574
O -0.175 1.770 -0.307
C -0.460 -1.149 1.014
C 1.438 -0.140 0.087
C -1.296 -0.295 0.422
C -0.925 0.652 -0.651
C 0.542 0.644 -0.909
H 1.675 0.538 0.905
H -1.625 0.726 -1.472
H 0.942 1.048 -1.824
H 2.423 -0.430 -0.418
H -0.788 -1.854 1.733
```

=====

# 8
# C5H5FOS

C5H5FOS in the gas phase in a non-equilibrium geometry (wB97M-V/def2-TZVPD, the Open Molecules 2025 dataset).

Properties
LUMO level   0.44 eV
Spin multiplicity   1
Energy above the lowest of the compared OMol25 structures with the same formula, charge and spin   79.3 kcal per mole
SMILES   FC1=C[C@@H]2O[C@@H]2[C@H]1S

Geometry as XYZ:
```
13
C5H5FOS wB97M-V/def2-TZVPD
S 0.017 1.783 -1.199
F 2.252 -0.231 0.069
O -1.306 -1.695 0.189
C 0.888 -0.234 0.304
C 0.532 -0.777 1.413
C -0.999 -0.999 1.334
C -0.105 0.144 -0.672
C -1.363 -0.251 -0.009
H -1.556 -0.902 2.335
H 1.029 -1.141 2.274
H -0.842 2.164 0.075
H -2.451 0.143 -0.281
H 0.014 -0.447 -1.562
```

=====

# 9
# C5H5IN2O

2 unconnected molecules or ions with the total composition C5H5IN2O in a non-equilibrium geometry (wB97M-V/def2-TZVPD, the Open Molecules 2025 dataset).

Properties
LUMO level   -0.33 eV
Spin multiplicity   1
Energy above the lowest of the compared OMol25 structures with the same formula, charge and spin   83.4 kcal per mole
SMILES   [H]/N=C/C(=O)/N=C\C#C.I

Geometry as XYZ:
```
14
C5H5IN2O wB97M-V/def2-TZVPD
I 2.830 0.817 -2.521
O -2.520 -2.342 -0.125
N -0.464 -1.635 0.281
N -1.421 0.790 0.710
C -2.168 -0.071 0.204
C -0.191 -1.334 3.685
C -1.762 -1.517 0.182
C 0.058 -1.406 2.515
C 0.414 -1.405 1.195
H 1.398 -1.358 0.964
H -3.298 0.051 -0.054
H -0.259 -1.353 4.799
H 3.388 -0.293 -1.586
H -1.675 1.775 0.997
```

=====

# 10
# C5H5IOS

2 unconnected molecules or ions with the total composition C5H5IOS in a non-equilibrium geometry (wB97M-V/def2-TZVPD, the Open Molecules 2025 dataset).

Properties
LUMO level (spin up / spin down)   -1.59 / -3.64 eV
Spin multiplicity   1
Energy above the lowest of the compared OMol25 structures with the same formula, charge and spin   66.0 kcal per mole

Geometry as XYZ:
```
13
C5H5IOS wB97M-V/def2-TZVPD
I 4.552 0.287 -0.025
S 1.304 -3.881 -0.177
O -2.197 -1.113 -0.027
C 1.034 -1.098 0.408
C -0.133 -0.426 1.024
C 1.127 -2.375 0.131
C -0.784 0.318 -1.244
C -1.180 -0.448 -0.144
H 0.142 0.859 -1.254
H 1.869 -0.480 0.078
H 0.107 0.591 1.317
H -1.510 0.539 -2.010
H -0.551 -0.981 1.862
```

=====

# 11
# C5H5N

C5H5N in the gas phase in a non-equilibrium geometry (wB97M-V/def2-TZVPD, the Open Molecules 2025 dataset).

Properties
LUMO level   0.67 eV
Spin multiplicity   1
Energy above the lowest of the compared OMol25 structures with the same formula, charge and spin   82.5 kcal per mole
SMILES   C#CCCC#N

Geometry as XYZ:
```
11
C5H5N wB97M-V/def2-TZVPD
N 2.706 0.801 1.416
C 0.207 0.045 1.164
C 1.598 0.479 1.342
C 0.055 -0.618 -0.249
C -1.118 -0.298 -1.017
C -1.873 0.222 -1.806
H 0.439 -0.129 -1.224
H -0.040 -0.630 2.008
H -0.459 0.908 1.276
H -1.984 0.851 -2.656
H 0.469 -1.629 -0.253
```

=====

# 12
# C5H5N

C5H5N in the gas phase in a non-equilibrium geometry (wB97M-V/def2-TZVPD, the Open Molecules 2025 dataset).

Properties
LUMO level   1.15 eV
Spin multiplicity   1
Energy above the lowest of the compared OMol25 structures with the same formula, charge and spin   137.4 kcal per mole
SMILES   C=C=CN1C=C1

Geometry as XYZ:
```
11
C5H5N wB97M-V/def2-TZVPD
N -1.011 -0.219 -0.936
C -0.110 0.158 1.295
C -0.350 0.446 -2.072
C -0.905 0.466 0.336
C 0.277 -0.534 -1.511
C 0.817 -0.313 2.047
H -1.577 1.302 0.333
H -0.453 0.984 -3.047
H 1.705 0.203 2.396
H 0.570 -1.186 2.658
H 1.037 -1.306 -1.500
```